(1)
{
  "formula": "C5H26N2O6S",
  "method": "the ωB97M-V functional and the def2-TZVPD basis",
  "energy_ha": -1165.10241,
  "smiles": "CCN[C@@H](CN)CS.O.O.O.O.O.O",
  "orbital_gap_ha": 0.3287,
  "homo_ev": -8.524,
  "charge": 0,
  "de_lowest_ev": 4.6589,
  "lumo_energy_ev": 0.42,
  "elements": ["C", "C", "N", "C", "C", "N", "C", "S", "H", "H", "H", "H", "H", "H", "H", "H", "H", "H", "H", "H", "H", "H", "O", "H", "H", "O", "H", "H", "O", "H", "H", "O", "H", "H", "O", "H", "H", "O", "H", "H"],
  "coordinates": [[3.0188, -0.4903, -1.5769], [1.6136, -1.0847, -1.9487], [0.7628, -0.2046, -1.0762], [-0.4020, -0.9570, -0.4581], [-1.2246, -0.0962, 0.5359], [-0.8216, 1.1218, 1.0975], [-1.4158, -1.4735, -1.5092], [-1.9101, -3.1325, -1.6750], [3.9725, -0.7195, -2.0770], [3.3191, -0.5991, -0.5595], [2.9050, 0.5982, -1.8314], [1.6011, -2.1365, -1.4928], [1.2931, -1.0352, -2.9909], [0.4377, 0.6653, -1.4226], [0.0201, -1.8627, 0.1130], [-2.1857, 0.1569, 0.0119], [-1.6437, -0.8215, 1.3072], [-0.8795, 1.8904, 0.4457], [0.0716, 1.0844, 1.5407], [-2.3350, -0.8729, -1.4681], [-1.0010, -1.1355, -2.4582], [-1.8594, -3.7365, -0.4339], [0.1160, -2.6639, 1.7597], [-0.8187, -2.8962, 2.1970], [0.9833, -2.5721, 2.3841], [2.8188, -0.2212, 1.5431], [3.1574, -0.7011, 0.7510], [1.9004, -0.1459, 1.1327], [2.4251, 2.5634, 1.9687], [2.7180, 2.4707, 1.0554], [2.5926, 1.6754, 2.2630], [-3.8494, 1.4341, -2.0939], [-4.3343, 1.8075, -1.3510], [-4.3877, 0.5621, -2.1326], [-1.1126, 0.0328, 4.1619], [-0.9329, 0.2885, 5.0205], [-0.5868, 0.5307, 3.6068], [-1.2061, 3.9105, -1.3047], [-1.1080, 4.2054, -2.2158], [-1.7118, 4.5604, -0.8194]],
  "forces_ev_per_a": [[0.34, 1.50, -2.69], [0.99, 0.34, 2.77], [-1.29, -2.97, 1.77], [1.09, -0.65, 0.17], [-3.04, -1.68, -0.43], [0.47, 0.67, 0.62], [0.02, 2.32, -0.01], [-0.16, -2.54, -0.02], [-0.63, -0.75, -0.64], [-0.45, 0.02, -0.02], [0.27, -0.70, 0.74], [-0.54, 1.36, -1.06], [0.53, -0.31, -0.01], [0.00, 0.76, -0.95], [-0.46, 1.75, -1.22], [0.85, -0.02, 0.27], [0.85, 0.85, -0.47], [0.28, 0.09, 0.03], [0.66, 0.37, 0.10], [0.26, -0.12, 0.25], [0.03, -0.64, -0.40], [0.15, 1.03, -0.59], [0.31, -0.74, 2.84], [3.82, 0.85, -0.51], [-3.91, -0.55, -1.52], [-1.76, -0.82, -1.59], [0.37, 0.37, 1.61], [1.02, 0.27, 0.89], [-0.14, 0.49, -0.42], [-0.07, 0.34, -0.10], [0.24, -0.74, 0.54], [-1.85, -2.54, 0.21], [0.28, 0.65, 0.19], [1.57, 1.85, -0.40], [-2.27, -2.65, -0.78], [0.60, 0.85, 2.66], [1.56, 1.78, -1.88], [0.35, -0.55, -0.01], [-0.21, 0.16, 0.20], [-0.12, 0.32, -0.12]]
}

(2)
{
  "formula": "C12H24O14S2",
  "method": "the ωB97M-V functional and the def2-TZVPD basis",
  "energy_ha": -2321.31672,
  "smiles": "O=S1(=O)OCCO1.O=S1(=O)OCCO1.CCOC(=O)OC.CCOC(=O)OC",
  "orbital_gap_ha": 0.3908,
  "homo_ev": -10.436,
  "charge": 0,
  "de_lowest_ev": 0.9616,
  "lumo_energy_ev": 0.20,
  "elements": ["O", "S", "O", "O", "C", "C", "O", "H", "H", "H", "H", "O", "S", "O", "O", "C", "C", "O", "H", "H", "H", "H", "C", "C", "O", "C", "O", "O", "C", "H", "H", "H", "H", "H", "H", "H", "H", "C", "C", "O", "C", "O", "O", "C", "H", "H", "H", "H", "H", "H", "H", "H"],
  "coordinates": [[26.6492, 9.4189, 11.0060], [26.8058, 8.4915, 9.9364], [28.0168, 8.5013, 9.1889], [26.5126, 7.0160, 10.5015], [25.2018, 6.5795, 10.1004], [25.1486, 7.1573, 8.6929], [25.5299, 8.5040, 8.9556], [25.0603, 5.5063, 10.1786], [24.5167, 7.1007, 10.7721], [24.1961, 7.0533, 8.1789], [25.9208, 6.7270, 8.0477], [26.9755, 9.6582, 3.9122], [25.6729, 9.6628, 3.3315], [25.5210, 9.5665, 1.9156], [24.7091, 8.6423, 4.1324], [23.8146, 9.3405, 5.0352], [24.3634, 10.7825, 5.0849], [24.8379, 10.9446, 3.7610], [22.8149, 9.2903, 4.6128], [23.9594, 8.8301, 5.9839], [25.0429, 10.9204, 5.9257], [23.5484, 11.4963, 5.1893], [27.5356, 7.6507, -0.2773], [27.8503, 7.6684, -1.7461], [26.7880, 8.4085, -2.3726], [26.7437, 8.4178, -3.6965], [27.5325, 7.8346, -4.4017], [25.7100, 9.1498, -4.0817], [25.6064, 9.3610, -5.4834], [27.4780, 8.7065, 0.0077], [28.2572, 7.1468, 0.3572], [26.5134, 7.3089, -0.1134], [27.9024, 6.6852, -2.2220], [28.7937, 8.1356, -2.0391], [24.5702, 9.5656, -5.7546], [25.8589, 8.4840, -6.0754], [26.2002, 10.2304, -5.7600], [21.2371, 3.0913, 0.2843], [21.7994, 4.1828, -0.6252], [21.8630, 5.3847, 0.1240], [22.6404, 6.3848, -0.3154], [23.3969, 6.3280, -1.2480], [22.4002, 7.4390, 0.4398], [22.9278, 8.6965, 0.0351], [20.6156, 3.5540, 1.0473], [22.0130, 2.5065, 0.7841], [20.6651, 2.3685, -0.2966], [21.0215, 4.3295, -1.3870], [22.7553, 3.9686, -1.1013], [23.6385, 9.0786, 0.7663], [22.1466, 9.4595, 0.1328], [23.2501, 8.6881, -1.0001]],
  "forces_ev_per_a": [[-0.42, -0.11, -0.66], [0.32, -0.20, 0.63], [-0.53, -0.28, 0.05], [0.60, -0.27, 0.06], [-0.09, 0.59, -0.30], [0.17, -0.88, 0.16], [0.05, 1.06, -0.12], [0.52, -0.05, 0.03], [-0.39, -0.19, -0.23], [-0.15, 0.60, 0.22], [-0.09, -0.28, 0.13], [-0.64, -0.15, -0.04], [-0.21, 0.11, -0.30], [0.07, -0.36, 0.79], [0.52, 0.15, -0.60], [0.98, 0.03, 0.06], [-1.66, -0.49, 0.27], [0.95, 0.71, 0.12], [-0.07, -0.10, 0.19], [-0.56, 0.06, 0.09], [0.65, 0.08, -0.55], [0.05, 0.00, 0.07], [-0.47, 1.26, -0.08], [0.30, -0.74, -0.98], [-0.51, 0.39, 0.35], [0.94, -0.75, 0.33], [-0.25, 0.27, -0.24], [-0.45, 0.11, -0.19], [-0.46, 0.11, -0.73], [0.23, -0.11, 0.35], [0.04, -0.17, -0.16], [0.15, -0.47, -0.01], [-0.23, -0.09, 0.23], [0.02, 0.20, 0.43], [-0.07, 0.17, 0.57], [0.49, -0.02, 0.25], [0.19, -0.15, -0.11], [0.78, -0.24, 0.05], [-0.97, -0.43, -0.42], [0.24, 0.59, 0.69], [-0.05, -0.46, -0.53], [0.03, -0.07, -0.08], [-0.39, 0.25, 0.56], [-0.41, 1.19, 0.28], [-0.18, -0.08, -0.07], [0.06, 0.23, 0.09], [-0.15, 0.15, -0.01], [0.47, 0.18, -0.22], [-0.06, -0.07, 0.10], [0.61, -0.66, -0.40], [-0.45, -0.49, -0.24], [0.45, -0.13, 0.12]]
}